# 1
Density functional theory data (wB97M-V/def2-TZVPD) for 2 unconnected molecules or ions with the total composition H2N2O2S.

Summary:
- HOMO (alpha / beta): -11.781 / -11.356 eV
- E_LUMO (alpha / beta): -1.3 / -2.8 eV
- ΔE to the lowest compared entry with this formula, charge and spin: 348.8 kJ/mol

Geometry as XYZ:
```
7
Properties=species:S:1:pos:R:3:forces:R:3
N -0.234690 0.911755 0.202896 1.3 0.3 0.0
N 1.699613 -0.355863 0.177861 -0.1 2.9 0.6
O -2.687521 0.455931 -0.327207 2.4 -0.5 0.3
O -1.169419 -1.477270 0.114109 0.0 1.0 -0.4
S -1.342202 -0.059231 -0.057127 -2.8 -1.3 0.4
H 2.267937 0.480212 0.643756 -1.4 -2.0 -1.2
H 1.466285 0.044465 -0.754290 0.7 -0.4 0.3
```
Positions in Å, forces in eV/Å.


# 2
Density functional theory data (wB97M-V/def2-TZVPD) for a molecular structure, C9H17B2F2N7ReS3.

Summary:
- Total charge: +2
- HOMO (alpha / beta): -14.589 / -14.600 eV
- <S²>: 3.782
- E_LUMO (alpha / beta): -7.6 / -8.5 eV
- 2S+1: 4
- ΔE to the lowest compared entry with this formula, charge and spin: 31.1 kJ/mol

Geometry as XYZ:
```
41
Properties=species:S:1:pos:R:3:forces:R:3
Re -0.343552 0.092389 0.119192 0.5 1.2 1.3
C -0.958282 2.971383 2.966213 -0.2 0.1 0.1
N 0.395847 2.452387 2.894715 0.1 -0.1 -0.1
C 1.522684 3.208254 3.053352 0.1 0.0 0.0
C 2.581254 2.357371 2.971217 0.0 0.2 0.0
N 2.106966 1.091550 2.780638 -0.2 0.2 0.0
B 3.068593 -0.129611 2.960553 0.4 -0.1 0.3
N 2.823113 -1.357988 2.027210 -0.3 0.0 -0.5
C 3.256263 -2.592458 2.429006 0.1 -0.2 0.0
C 3.281789 -3.412862 1.347042 0.1 0.0 0.2
N 2.847699 -2.677927 0.280403 -0.2 0.1 0.0
C 2.735375 -3.189530 -1.077023 0.0 -0.1 -0.2
C 2.555518 -1.438512 0.719592 0.1 -0.1 0.3
S 1.949788 -0.164720 -0.307331 -0.6 0.2 -0.2
C 0.775913 1.162017 2.737216 -0.1 0.1 -0.2
S -0.307725 -0.185463 2.498229 -0.1 -0.3 -0.8
H -1.017914 3.908209 2.415912 0.1 0.0 -0.1
H -1.239230 3.162799 4.000977 0.0 -0.1 0.0
H -1.649412 2.246019 2.546686 0.0 0.0 0.0
H 1.492272 4.271524 3.218663 -0.1 0.0 0.0
H 3.633794 2.568973 3.040638 0.0 -0.1 0.0
H 4.177440 0.267500 2.741664 0.0 0.1 -0.1
H 2.958719 -0.500968 4.092969 -0.1 -0.1 0.0
H 3.537449 -2.789885 3.448477 0.0 0.1 0.0
H 3.581870 -4.442288 1.255639 0.0 0.0 0.0
H 2.291600 -4.181561 -1.049722 0.0 0.0 0.0
H 3.718674 -3.250685 -1.539648 0.0 0.1 0.0
H 2.103567 -2.533881 -1.667416 0.0 0.0 0.0
N -2.703308 0.341805 -0.096243 0.7 -0.2 0.0
N -3.114416 1.650026 -0.378823 -0.1 0.3 0.0
C -2.255343 2.524269 -0.924670 -0.4 0.0 0.1
N -2.715878 3.701525 -1.302389 0.0 -0.1 -0.1
S -0.598608 2.170511 -1.134648 0.5 -0.1 -0.2
H -2.933970 -0.280279 -0.872620 -0.1 0.0 0.0
H -3.194594 -0.002331 0.725185 0.0 0.1 0.1
H -4.106782 1.845134 -0.379757 -0.1 -0.1 0.0
H -3.695955 3.944856 -1.261405 0.0 0.0 0.0
H -2.096820 4.356576 -1.757266 0.0 0.0 0.0
F -1.985558 -2.288580 -0.677824 0.0 0.1 -0.1
B -0.810527 -1.959945 -0.132913 -0.3 -1.3 0.1
F -0.079011 -2.978503 0.276014 0.1 0.2 -0.1
```
Positions in Å, forces in eV/Å.


# 3
Density functional theory data (wB97M-V/def2-TZVPD) for 6 unconnected molecules or ions with the total composition C23H50ClN15O10PS.

Summary:
- Total charge: +1
- HOMO: -10.455 eV
- E_LUMO: -2.5 eV

Geometry as XYZ:
```
101
Properties=species:S:1:pos:R:3:forces:R:3
C 3.949605 -2.824629 5.953284 0.4 0.3 -0.5
C 3.699092 -2.970265 4.451136 -0.5 0.6 0.8
S 2.296185 -1.919540 3.934363 -0.3 -0.2 -0.4
C 3.090314 -0.421782 3.256358 0.8 -0.7 0.7
N 1.972638 0.399073 2.727320 -1.7 -1.4 1.0
C 2.010591 1.875734 2.861656 1.3 2.2 -0.3
C 2.725330 2.386889 4.151007 -0.2 -0.8 0.5
N 2.473039 3.788315 4.401965 0.2 -0.1 -0.3
C 0.624955 2.466205 2.953233 -0.4 -0.9 -0.4
C -0.345037 1.836273 3.711461 0.9 -0.3 0.2
C -1.608157 2.352387 3.759291 -1.4 -0.2 0.7
N -2.025007 3.465043 3.158665 0.8 -0.6 -0.2
C -1.057204 4.050944 2.456522 -1.1 1.5 -0.4
C 0.224476 3.607424 2.307974 0.9 -0.1 0.1
C 2.740557 2.297683 1.551650 -0.1 0.2 -1.3
N 4.142142 2.711469 1.717439 -0.1 -0.2 -0.2
C 4.269718 4.177815 1.956028 0.4 -0.4 0.8
C 4.935603 2.413786 0.535623 0.5 -0.2 -0.8
C 6.098749 1.484694 0.739883 -0.3 0.1 0.1
O 4.688525 2.861510 -0.557731 -0.2 0.1 0.9
C 2.480737 1.135637 0.544027 -0.3 -0.2 0.2
C 2.003159 1.584398 -0.845447 -0.6 -0.2 -0.2
C 2.639325 0.771277 -1.952692 1.3 0.1 -0.8
O 3.784141 0.813564 -2.306424 -1.6 -0.3 0.6
Cl 1.453547 -0.306006 -2.754147 0.4 0.1 -0.1
C 1.579426 0.093644 1.297751 1.1 0.3 -2.0
N 2.064027 -1.191168 0.844647 0.4 0.0 1.2
P -0.244319 0.029059 0.875975 -0.6 -0.4 -0.6
O -0.426482 -0.847112 -0.264894 0.4 -0.3 -0.6
O -0.890722 -0.638927 2.191192 0.2 1.0 0.0
O -0.859488 1.469481 0.555502 0.0 -0.6 1.0
H 3.886962 -1.781278 6.238073 0.1 0.2 0.1
H 4.955307 -3.167613 6.174131 0.1 -0.2 0.2
H 3.221194 -3.370267 6.534256 -0.1 -0.2 0.1
H 4.563172 -2.692576 3.863003 0.2 -0.1 -0.2
H 3.387647 -3.983024 4.246104 0.1 -0.2 -0.4
H 3.823030 -0.653770 2.499256 -0.1 0.0 -0.5
H 3.604644 0.062525 4.075643 -0.2 0.5 0.0
H 1.166234 0.036390 3.260849 0.1 0.4 0.2
H 3.786224 2.181321 4.111144 0.2 0.1 -0.3
H 2.343033 1.781550 4.976380 -0.1 -0.1 0.1
H 1.893299 3.938324 5.211452 -0.1 0.1 0.1
H 3.345339 4.274438 4.521685 0.0 0.2 0.1
H -0.123131 0.938877 4.269210 -0.1 -0.1 0.2
H -2.349513 1.817130 4.339188 -0.2 0.0 0.1
H -1.334676 4.970105 1.959131 -0.3 0.2 0.0
H 0.902239 4.178560 1.707177 0.0 0.3 -0.2
H 2.261488 3.130502 1.052815 -0.5 0.2 0.4
H 4.772793 4.684766 1.142692 -0.2 0.1 -0.3
H 3.315568 4.636151 2.176705 -0.2 0.1 -0.2
H 4.890832 4.316882 2.838006 0.1 0.1 0.1
H 5.758609 0.499148 0.424183 0.0 -0.3 0.1
H 6.428025 1.441154 1.769685 0.0 0.0 0.2
H 6.906289 1.745226 0.071955 0.2 0.1 -0.1
H 3.351420 0.523796 0.325097 0.6 0.2 0.5
H 0.929454 1.502677 -0.983772 -0.1 0.1 0.2
H 2.267201 2.618353 -1.022135 0.3 0.2 0.0
H 1.499163 -1.959851 1.180623 -0.1 -0.2 -0.3
H 2.115636 -1.196667 -0.163619 -0.2 -0.2 -0.1
H -1.704483 -0.192259 2.457507 -0.1 -0.3 0.3
H -1.587260 1.659275 1.164130 -0.1 0.6 -0.1
C -1.246415 3.107433 -4.724776 -0.1 0.0 0.0
O -1.670849 4.215373 -5.017292 0.1 0.0 0.0
N 0.087463 2.790174 -4.835631 0.2 0.1 0.1
N -2.033317 2.100758 -4.268662 0.3 0.1 0.2
H 0.469152 1.892233 -4.604793 -0.1 -0.1 -0.1
H 0.700075 3.508946 -5.170120 0.0 0.0 -0.1
H -3.011792 2.292130 -4.177055 0.0 0.0 -0.1
H -1.692978 1.180422 -4.024921 -0.3 0.0 -0.2
C -4.117243 6.104925 0.674158 -0.1 0.1 -0.1
O -3.263390 6.294735 1.526681 0.1 -0.1 0.0
N -4.214945 4.931028 -0.021294 0.0 0.0 0.1
N -5.041014 7.052999 0.346017 0.0 0.0 0.1
H -4.904717 4.758650 -0.727191 0.0 0.0 0.0
H -3.550692 4.214413 0.194189 0.0 0.0 0.0
H -4.995498 7.926004 0.836425 0.0 0.0 0.0
H -5.748759 6.921824 -0.350620 0.0 0.0 0.0
C -2.502106 -1.813712 -3.694769 0.0 -0.3 0.1
O -2.292563 -0.613683 -3.858152 0.0 -0.1 0.0
N -3.421207 -2.501329 -4.414699 -0.2 -0.1 -0.2
N -1.828851 -2.555281 -2.772826 0.3 0.0 0.2
H -3.593916 -3.485038 -4.278575 0.1 0.0 0.1
H -3.944067 -2.000133 -5.107500 0.0 0.0 0.0
H -1.143102 -2.083284 -2.210372 -0.1 0.1 0.1
H -1.994121 -3.537893 -2.628524 -0.1 0.0 -0.2
C -2.418851 -6.415714 -4.357225 0.1 -0.1 -0.3
O -2.832610 -5.587911 -3.555006 0.1 0.2 0.1
N -3.203505 -6.930192 -5.343959 -0.2 0.1 0.2
N -1.135830 -6.886617 -4.317502 0.0 0.0 0.1
H -2.878887 -7.607262 -6.008060 0.1 0.0 0.0
H -4.161205 -6.602172 -5.403433 -0.1 -0.1 0.1
H -0.535384 -6.526007 -3.601138 0.0 0.0 0.0
H -0.773434 -7.562169 -4.962259 0.0 0.0 0.0
C -6.580832 -7.745087 -4.446103 -0.1 -0.1 0.1
O -6.223237 -6.701867 -4.974921 0.1 0.0 -0.1
N -5.695374 -8.640545 -3.916844 0.1 0.0 -0.1
N -7.896216 -8.090935 -4.344484 0.0 0.1 0.0
H -5.970167 -9.498399 -3.479069 0.0 0.0 0.0
H -4.719832 -8.409852 -3.972643 0.0 0.0 0.0
H -8.568956 -7.452012 -4.724378 0.0 0.0 0.0
H -8.216028 -8.937677 -3.915848 0.0 0.0 0.0
```
Positions in Å, forces in eV/Å.


# 4
Density functional theory data (wB97M-V/def2-TZVPD) for 2 unconnected molecules or ions with the total composition C2H7NO.

Summary:
- SMILES: C=CN.O
- HOMO: -8.559 eV
- E_LUMO: 0.9 eV
- ΔE to the lowest compared entry with this formula, charge and spin: 134.1 kJ/mol

Geometry as XYZ:
```
11
Properties=species:S:1:pos:R:3:forces:R:3
C -0.513803 -0.611952 -1.698998 -0.5 1.7 3.0
C -0.630998 -0.524934 -0.328728 -1.0 0.1 -0.7
N -0.535532 0.646179 0.443726 1.5 0.4 -1.6
H -0.452114 0.301646 -2.289318 0.3 -0.2 0.2
H -0.989750 -1.420475 -2.156989 0.1 -1.5 -0.7
H -0.940746 -1.371730 0.321542 0.2 0.4 -0.9
H -0.022793 1.425341 -0.026476 -1.3 -0.7 1.0
H -1.056894 0.768497 1.302023 0.3 0.0 -0.5
H 1.145778 0.695092 1.784308 1.0 -0.7 0.1
H 2.005064 -0.094138 0.877323 0.2 -0.6 -1.4
O 1.991787 0.186474 1.771587 -0.8 1.1 1.4
```
Positions in Å, forces in eV/Å.


# 5
Density functional theory data (wB97M-V/def2-TZVPD) for a single C3F2INS molecule.

Summary:
- HOMO (alpha / beta): -8.362 / -8.659 eV
- <S²>: 2.073
- E_LUMO (alpha / beta): -0.4 / -2.2 eV
- 2S+1: 3
- ΔE to the lowest compared entry with this formula, charge and spin: 250.4 kJ/mol

Geometry as XYZ:
```
8
Properties=species:S:1:pos:R:3:forces:R:3
C 1.378103 0.633804 -0.575208 1.7 -0.6 0.6
C 0.382053 1.405480 -0.009262 -1.8 -1.5 -0.6
C -0.188858 -1.565566 -0.137616 1.2 3.0 -0.3
N -0.748661 0.982915 0.468385 1.1 1.4 -0.1
F 0.361605 2.693053 -0.275431 0.5 1.3 0.1
F -0.415858 -2.809827 -0.301708 -1.3 -1.1 0.4
S -1.353492 -0.476372 0.558223 -0.8 -3.0 0.2
I 3.006486 -0.395383 0.073475 -0.6 0.5 -0.4
```
Positions in Å, forces in eV/Å.


# 6
Density functional theory data (wB97M-V/def2-TZVPD) for a single C4H8N2 molecule.

Summary:
- SMILES: CC1=NCCN1
- HOMO: -8.698 eV
- E_LUMO: 1.0 eV
- ΔE to the lowest compared entry with this formula, charge and spin: 92.0 kJ/mol

Geometry as XYZ:
```
14
Properties=species:S:1:pos:R:3:forces:R:3
C 2.090929 0.354041 0.665129 -1.7 -1.9 1.3
C 0.678217 0.115938 0.094666 -2.3 1.1 -0.9
C -1.067578 0.114894 -1.289967 -1.2 2.6 0.8
C -1.602235 -0.417537 -0.002198 0.3 -2.1 -0.3
H 2.730148 -0.564539 0.731336 -1.0 0.5 0.2
H 2.646226 1.018187 0.107154 0.7 1.5 -1.7
H 1.996754 0.843674 1.642312 0.0 -0.5 0.1
H -0.812266 -0.595452 -1.960025 0.9 -2.9 -2.1
H -1.687507 0.777395 -1.897281 -0.3 0.2 0.6
H -2.269755 -1.323313 0.001722 0.5 1.0 -0.4
H -2.056455 0.377728 0.517097 -0.8 1.0 0.9
H -0.474257 -0.673640 1.655114 0.8 -0.4 -0.6
N 0.157026 0.775327 -0.904993 2.9 -0.7 0.8
N -0.329246 -0.802704 0.639933 1.1 0.5 1.4
```
Positions in Å, forces in eV/Å.


# 7
Density functional theory data (wB97M-V/def2-TZVPD) for a molecular structure, C9H13N4O2.

Summary:
- Total charge: +1
- HOMO: -11.874 eV
- E_LUMO: -3.7 eV
- ΔE to the lowest compared entry with this formula, charge and spin: 273.2 kJ/mol

Geometry as XYZ:
```
28
Properties=species:S:1:pos:R:3:forces:R:3
C 0.288604 -2.112755 -1.525692 1.4 0.2 1.5
C 1.631650 -0.383119 -2.582668 0.5 4.2 2.1
C 0.415230 -2.862297 -2.670900 -0.5 1.3 -0.1
C 1.674590 -0.998089 -3.779976 -0.5 -2.6 -0.2
C 0.990332 -0.879229 -1.436299 -1.4 -0.7 -2.9
C 1.104561 -2.264788 -3.731327 -0.9 -1.6 -1.0
C 0.658014 1.276849 -0.154480 1.1 -0.9 1.2
C 0.667745 1.964184 1.021588 -0.1 -0.1 -2.7
C -2.432778 -0.408358 1.276258 -1.4 -2.3 -1.1
N -2.029530 0.500533 2.026949 3.7 0.2 -0.9
N 0.792970 -0.114386 -0.301595 1.1 -0.7 3.7
N 1.089124 -3.123776 -4.954855 0.7 1.5 -0.3
N 0.580577 1.251238 2.236387 -1.6 -3.2 -2.3
O 0.989161 -4.300468 -4.816477 -0.4 -1.7 0.6
O 1.227057 -2.574159 -6.021464 0.0 0.7 -0.5
H -0.154447 -2.585537 -0.614283 0.0 0.8 -0.9
H 2.017960 0.711016 -2.517165 -0.4 -2.1 0.0
H -0.258168 -3.709800 -2.751774 0.8 -0.3 -0.4
H 2.152078 -0.663773 -4.679556 0.0 0.3 -0.1
H 0.642328 1.715973 -1.109941 -0.2 1.2 -0.7
H -1.803227 -0.874306 0.484009 -0.2 0.6 0.7
H -3.466513 -0.862174 1.416234 1.2 0.8 -0.3
H -2.647218 0.787778 2.693787 -2.2 1.1 2.3
H 0.671079 3.034933 1.045574 -0.2 0.2 0.0
H 1.317279 -0.688058 0.423263 -1.2 1.6 -0.4
H 0.926282 1.679464 3.016221 1.1 1.7 2.5
H 1.141139 0.401065 2.067390 -0.5 0.2 0.8
H -0.737365 0.905552 2.254953 0.1 -0.2 -0.4
```
Positions in Å, forces in eV/Å.